Density functional theory data (wB97M-V/def2-TZVPD) for a molecular structure, C4H12N4 in a non-equilibrium geometry.

As for the LUMO energy: 0.91 eV. The calculation puts the maximum force at 0.138 hartree/bohr. The value obtained for the energy above the lowest of the compared OMol25 structures with the same formula, charge and spin is 112.2 kcal per mole. As for the frontier orbital gap: 8.7 eV.

Geometry (Å):
C 1.9621 0.2115 0.7327
C -0.9857 1.6574 0.0142
N 0.6794 -0.4422 0.8951
C -0.5601 -0.7213 -1.0845
C -0.5217 0.3110 -0.3377
N 0.1353 -0.1787 2.1740
N -0.0212 -1.9519 -1.2601
N -1.6682 -0.0654 -2.2216
H 0.0911 -1.0448 2.7008
H 0.6278 0.5180 2.7369
H 0.9828 -1.9863 -1.3815
H -0.2538 -2.5773 -0.4863
H -1.5106 -0.5984 -3.0710
H -2.5901 -0.2607 -1.8455
H 2.6952 -0.1839 1.4510
H 1.9134 1.3028 0.8866
H 2.3246 0.0293 -0.2786
H -2.0690 1.6838 0.1466
H -0.6995 2.3822 -0.7489
H -0.5317 1.9149 0.9779

Cartesian forces, eV/Å:
-0.0723 0.1699 0.0341
-0.0386 -0.1669 -0.0767
-1.8007 1.8843 -0.8941
-4.1856 2.7492 -4.5747
4.6369 -1.5384 5.1793
-0.1437 -0.0808 0.4212
0.0913 -1.5286 0.0955
1.9532 -1.6983 1.1960
0.0490 0.1486 -0.0565
0.0781 -0.1512 -0.3763
-0.0771 0.3100 0.0287
0.0777 0.2702 -0.3208
-0.3714 -0.0882 -0.0319
-0.0278 -0.3369 -0.2597
-0.1613 -0.0461 -0.1211
0.0193 0.0072 -0.0079
0.0616 0.0260 -0.0306
0.0661 0.0383 -0.0887
-0.0573 -0.0350 0.0259
-0.0975 0.0669 -0.1416

=====

Density functional theory data (wB97M-V/def2-TZVPD) for a single C4H12N4O molecule in a non-equilibrium geometry.

As for the LUMO energy (spin up / spin down): -0.52 / -0.52 eV. The calculation puts the maximum force at 0.023 hartree/bohr. The value obtained for the energy above the lowest of the compared OMol25 structures with the same formula, charge and spin is 113.9 kcal per mole. As for the frontier orbital gap (spin up / spin down): 7.2 / 7.2 eV.

Geometry (Å):
C 1.1710 -0.1119 -1.5053
C 1.1219 -1.7679 0.3187
N 0.6885 -0.4906 -0.1907
C 0.6266 0.6588 0.8426
O 1.4814 1.5707 0.7260
H 0.5261 0.1323 1.8218
H 1.1145 -0.9562 -2.1950
H 2.2012 0.2535 -1.4573
H 0.5440 0.6856 -1.8984
H 0.2920 -2.2497 0.8513
H 1.4372 -2.4376 -0.4831
H 1.9528 -1.6573 1.0270
N -2.0991 -0.8731 0.5314
N -1.0067 2.3581 -0.2528
C -1.0232 1.1508 0.4992
N -1.4707 0.0125 -0.2015
H -2.1032 -0.8126 1.5478
H -2.4248 -1.6982 0.0509
H -1.4594 2.2786 -1.1527
H -0.0478 2.6866 -0.3495
H -1.5222 1.2676 1.4697

Cartesian forces, eV/Å:
0.1396 0.1741 0.2518
0.1554 0.2838 0.1168
-0.4190 -0.2792 -0.2612
0.2519 -0.3016 -0.4953
-0.5018 -0.2297 -0.0359
-0.2221 0.1031 -0.0384
-0.0325 -0.0301 0.1348
0.0107 0.0142 -0.1148
0.0197 0.0540 -0.0436
0.0088 -0.0639 0.0732
-0.0103 0.1146 -0.0141
0.0052 -0.0887 0.0394
0.6812 0.7749 -0.5824
-0.0181 0.0333 -0.0714
-0.0610 -0.3059 0.1340
-0.1944 -0.0057 0.9586
-0.0755 -0.0284 -0.2083
0.1403 0.0247 0.1795
0.0378 -0.0209 0.0275
0.0874 -0.0999 -0.0104
-0.0034 -0.1224 -0.0400

=====

Density functional theory data (wB97M-V/def2-TZVPD) for 2 unconnected molecules or ions with the total composition C4H12N4O2 in a non-equilibrium geometry.

As for the LUMO energy (spin up / spin down): -0.89 / -0.89 eV. The calculation puts the maximum force at 0.084 hartree/bohr. The value obtained for the energy above the lowest of the compared OMol25 structures with the same formula, charge and spin is 181.3 kcal per mole. As for the frontier orbital gap (spin up / spin down): 8.5 / 8.5 eV.

Geometry (Å):
C 1.1310 -1.4450 1.6680
C -1.6038 0.0464 -1.4699
C 0.4160 -1.1552 0.4252
C -1.1027 0.6168 -0.1326
N 1.6670 2.1520 -0.7945
N -1.3173 2.1026 -0.1243
N 0.0770 0.1924 0.4479
N 1.6707 0.9242 -0.6059
O 2.4139 0.0134 -1.0067
O 2.6787 2.5995 -1.5718
H 1.0966 -2.4706 1.9963
H 2.2544 -1.0631 1.6132
H 0.6922 -0.7923 2.4361
H -2.4302 0.7427 -1.7702
H -2.2245 -0.8639 -1.2568
H -0.8894 -0.0367 -2.2657
H 1.1352 -1.2780 -0.4468
H -0.4644 -1.8126 0.4197
H -1.9465 0.1730 0.6333
H -0.5074 2.5558 -0.5412
H -1.5867 2.5528 0.7081
H 3.1913 1.8892 -1.8749

Cartesian forces, eV/Å:
3.3146 1.3894 1.9586
-2.4283 0.2436 0.6595
0.3506 -0.8429 -1.1567
-4.0411 1.2953 0.6936
-0.4758 -0.7999 0.3978
0.8179 -1.6296 -1.7965
2.0413 1.9841 0.1227
-1.9967 -1.4606 0.6460
0.0572 1.1971 -0.2077
-0.5978 2.2950 0.3712
0.1416 -0.3906 -0.0301
-2.1716 -1.0250 0.0613
0.0800 -0.4997 0.1085
1.0203 -0.3631 -0.0265
1.2433 0.1815 -0.5465
0.4204 -0.2810 -0.2756
-0.8967 -0.4409 0.3478
-0.0115 0.2617 -0.9373
2.0421 1.0339 -1.2585
-0.2432 0.0182 0.2905
-0.0038 0.0382 1.2921
1.3370 -2.2046 -0.7140

=====

Density functional theory data (wB97M-V/def2-TZVPD) for 4 unconnected molecules or ions with the total composition C4H12N4O8.

As for the LUMO energy: -0.51 eV. The calculation puts the maximum force at 0.017 hartree/bohr. The value obtained for the energy above the lowest of the compared OMol25 structures with the same formula, charge and spin is 7.6 kcal per mole. As for the frontier orbital gap: 10.4 eV. As for the SMILES: C[N+](=O)[O-].C[N+](=O)[O-].C[N+](=O)[O-].C[N+](=O)[O-].

Geometry (Å):
C -2.5869 -0.8140 -2.1145
N -1.4732 -1.6035 -2.6792
O -1.7145 -2.7571 -2.9911
O -0.4090 -1.0490 -2.8045
H -2.1807 -0.2217 -1.2980
H -3.3787 -1.4671 -1.7746
H -2.9285 -0.1002 -2.8600
C -1.3273 2.2409 0.7427
N -0.5492 2.1902 -0.5266
O 0.6561 2.1835 -0.4563
O -1.1873 2.2512 -1.5607
H -2.1877 1.5871 0.6402
H -1.6713 3.2708 0.8052
H -0.7369 1.9502 1.5992
C -1.3116 -2.9246 1.5219
N -0.9280 -1.5292 1.2008
O -0.5486 -1.3125 0.0647
O -1.0149 -0.6831 2.0717
H -1.5595 -2.9822 2.5773
H -0.4626 -3.5659 1.3086
H -2.1632 -3.2051 0.9114
C 3.5922 1.2513 0.8211
N 5.0734 1.1878 0.7624
O 5.6606 2.0765 0.1820
O 5.6033 0.2495 1.3197
H 3.2141 2.0465 0.1915
H 3.3130 1.4375 1.8549
H 3.2071 0.2921 0.4904

Cartesian forces, eV/Å:
-0.0666 0.7354 0.4497
-0.1365 -0.3084 -0.1390
0.0782 0.0821 0.0704
0.0810 0.0388 -0.1127
0.0339 -0.1290 -0.0615
-0.0200 -0.1675 -0.1719
-0.0040 -0.2063 -0.2006
-0.4342 0.0530 -0.0846
-0.1510 0.2281 -0.0887
0.3028 -0.1295 0.1070
0.0002 -0.1845 0.2092
0.0216 0.0050 -0.0973
0.0021 0.0009 0.1334
0.3015 0.0169 -0.1429
0.0008 -0.2942 0.5445
0.1217 0.2799 -0.2152
-0.0867 -0.0396 0.3416
-0.0455 -0.2639 -0.0837
-0.0239 0.1343 -0.0538
0.0244 0.0582 -0.1994
0.0396 0.0859 -0.1691
-0.4171 0.0388 -0.0532
0.0940 0.1685 -0.0400
-0.0370 -0.0072 -0.0026
-0.0134 -0.0751 0.0297
0.2230 0.0517 -0.0910
0.0818 -0.1208 0.0361
0.0293 -0.0512 0.0857

=====

Density functional theory data (wB97M-V/def2-TZVPD) for a molecular structure, C4H12N4Si3 in a non-equilibrium geometry.

As for the LUMO energy (spin up / spin down): -1.15 / -1.10 eV. The calculation puts the maximum force at 0.064 hartree/bohr. The value obtained for the energy above the lowest of the compared OMol25 structures with the same formula, charge and spin is 74.9 kcal per mole. As for the frontier orbital gap (spin up / spin down): 5.8 / 6.1 eV.

Geometry (Å):
C 2.9966 0.8158 1.1329
C -2.0480 0.9209 1.2261
C 3.3707 0.9640 -0.3109
C -2.8616 1.0341 -0.0513
N 2.3922 -0.2384 1.4633
N -1.6802 -0.1976 1.6398
N 2.9193 -0.3157 -0.9286
N -3.3231 -0.3541 -0.3331
Si 1.8417 -1.1653 0.1088
Si -2.1817 -1.3569 0.5000
Si -0.2775 -1.8502 -0.6541
H 3.3606 1.5082 1.9132
H -1.7914 1.8810 1.8079
H 2.9524 1.8899 -0.5418
H 4.4567 1.1473 -0.3814
H -3.6525 1.6981 -0.1390
H -2.2022 1.5304 -0.8189
H 3.3440 -0.4683 -1.9093
H -3.7802 -0.5771 -1.2569
H -0.1835 0.4544 -0.9754
H -3.0345 -2.5131 1.0612
H -0.2421 -3.3120 -0.5472
H -0.3756 -1.4953 -2.0052

Cartesian forces, eV/Å:
1.0838 -0.7661 0.2478
-0.6055 2.6616 0.5470
1.2749 -2.1848 1.1876
1.3684 -0.8308 -1.5036
-1.3976 -0.3588 1.6474
0.5800 -0.0864 1.3994
1.6718 1.0264 -2.6204
0.1424 0.2562 -1.4520
0.2674 2.1013 -1.1136
-1.8308 -1.3532 -0.1355
-0.2362 0.0415 0.7149
-0.2453 0.0133 -0.5008
-0.2824 -1.2223 -0.9579
-1.4558 1.4391 -1.6417
-0.1996 -0.3867 -0.0428
-1.9709 1.3293 1.0548
0.1139 -1.0196 0.3968
-1.4836 0.1965 2.3536
0.9435 0.7121 1.5909
0.8507 -1.0974 0.9135
0.9326 0.4104 -0.2641
0.4558 -0.7076 -0.0798
0.0225 -0.1737 -1.7416

=====

Density functional theory data (wB97M-V/def2-TZVPD) for 2 unconnected molecules or ions with the total composition C4H12N5 in a non-equilibrium geometry.

As for the LUMO energy: -3.80 eV. As for the net charge: +1. The calculation puts the maximum force at 0.128 hartree/bohr. The value obtained for the energy above the lowest of the compared OMol25 structures with the same formula, charge and spin is 7.2 kcal per mole. As for the frontier orbital gap: 7.1 eV.

Geometry (Å):
C -2.9257 -0.4960 -0.0021
C -0.1493 1.7542 0.4263
C -0.7478 -0.5102 -0.6356
C -0.9899 0.6939 0.0929
N -2.0040 -1.0879 -0.8226
N 1.1696 2.0341 0.1786
N 0.4378 -1.0459 -1.1609
N 2.6902 -0.4745 0.4957
N -2.2536 0.5613 0.6121
H -3.8151 -0.0463 -0.5582
H -3.5332 -1.1259 0.6725
H -0.7631 2.5547 0.9582
H -2.1633 -1.9670 -1.2607
H 1.7232 1.1753 0.1449
H 1.5354 3.0322 0.2428
H 0.1686 -1.8422 -1.7678
H 0.9398 -0.2388 -1.5144
H 2.2005 -0.8185 1.3017
H 3.2237 -1.0765 -0.1241
H -2.6434 1.4611 0.9125
H 3.4463 0.0439 0.9716

Cartesian forces, eV/Å:
-6.3032 1.7970 0.4067
-1.1889 1.3577 0.2459
-0.7250 -1.0223 -1.2093
3.4383 -0.1756 0.0155
4.5621 -0.2410 -0.2715
-1.3841 0.5337 0.1658
-3.6955 0.5893 0.5455
1.5507 2.2312 0.4007
0.4016 2.0542 1.9818
0.8855 -0.5298 -0.3481
1.1016 -0.5158 0.2730
1.1288 -0.7471 -0.7460
0.0183 -0.5192 -0.2604
0.9654 0.4588 -0.2264
-0.6923 -2.3856 0.0447
1.0372 0.9993 0.0150
0.8126 -0.6667 -0.4169
-0.2488 -1.3493 -0.2693
-0.7535 -0.7679 0.5056
-0.6057 -1.1170 -0.4249
-0.3054 0.0162 -0.4273

=====

Copy entry 2 word for word.
Density functional theory data (wB97M-V/def2-TZVPD) for a single C4H12N4O molecule in a non-equilibrium geometry.

As for the LUMO energy (spin up / spin down): -0.52 / -0.52 eV. The calculation puts the maximum force at 0.023 hartree/bohr. The value obtained for the energy above the lowest of the compared OMol25 structures with the same formula, charge and spin is 113.9 kcal per mole. As for the frontier orbital gap (spin up / spin down): 7.2 / 7.2 eV.

Geometry (Å):
C 1.1710 -0.1119 -1.5053
C 1.1219 -1.7679 0.3187
N 0.6885 -0.4906 -0.1907
C 0.6266 0.6588 0.8426
O 1.4814 1.5707 0.7260
H 0.5261 0.1323 1.8218
H 1.1145 -0.9562 -2.1950
H 2.2012 0.2535 -1.4573
H 0.5440 0.6856 -1.8984
H 0.2920 -2.2497 0.8513
H 1.4372 -2.4376 -0.4831
H 1.9528 -1.6573 1.0270
N -2.0991 -0.8731 0.5314
N -1.0067 2.3581 -0.2528
C -1.0232 1.1508 0.4992
N -1.4707 0.0125 -0.2015
H -2.1032 -0.8126 1.5478
H -2.4248 -1.6982 0.0509
H -1.4594 2.2786 -1.1527
H -0.0478 2.6866 -0.3495
H -1.5222 1.2676 1.4697

Cartesian forces, eV/Å:
0.1396 0.1741 0.2518
0.1554 0.2838 0.1168
-0.4190 -0.2792 -0.2612
0.2519 -0.3016 -0.4953
-0.5018 -0.2297 -0.0359
-0.2221 0.1031 -0.0384
-0.0325 -0.0301 0.1348
0.0107 0.0142 -0.1148
0.0197 0.0540 -0.0436
0.0088 -0.0639 0.0732
-0.0103 0.1146 -0.0141
0.0052 -0.0887 0.0394
0.6812 0.7749 -0.5824
-0.0181 0.0333 -0.0714
-0.0610 -0.3059 0.1340
-0.1944 -0.0057 0.9586
-0.0755 -0.0284 -0.2083
0.1403 0.0247 0.1795
0.0378 -0.0209 0.0275
0.0874 -0.0999 -0.0104
-0.0034 -0.1224 -0.0400